Entry from the Open Molecules 2025 dataset: 2 unconnected molecules or ions with the total composition CH3O3 in a non-equilibrium geometry (ωB97M-V with the def2-TZVPD basis set).

XYZ file:
```
7
Properties=species:S:1:pos:R:3:forces:R:3
H -1.300953 0.750018 0.586495 1.185 -1.263 -0.726
H 1.796093 -1.136144 0.685997 -0.794 -0.794 -0.986
O 0.867445 -1.555237 -1.187673 -3.525 -3.128 -4.044
C 1.509539 -0.949978 -0.407392 5.075 4.747 6.046
O -1.934585 1.373089 0.888823 -3.339 1.368 -1.601
H 1.943987 0.111980 -0.411637 -0.789 -0.798 -0.999
O -2.881526 1.406272 -0.154613 2.187 -0.133 2.311
```
Positions in Å, forces in eV/Å.

Kohn-Sham gap (alpha / beta)	7.7 / 8.2	eV
⟨S²⟩	3.761
calculated total energy	-265.2913	a.u.
multiplicity	4
LUMO level (alpha / beta)	0.642 / -2.895	eV
relative energy (zero: lowest compared OMol25 entry of this formula, charge and spin)	2.997	eV
HOMO (alpha / beta)	-7.056 / -11.100	eV

---

Entry from the Open Molecules 2025 dataset: a molecular structure, C24H24AsF6N2PPd in a non-equilibrium geometry (ωB97M-V with the def2-TZVPD basis set).

XYZ file:
```
59
Properties=species:S:1:pos:R:3:forces:R:3
H -1.770726 -2.317017 -2.642775 -0.052 -0.070 0.040
F 0.994770 1.857642 3.136445 -0.021 -1.138 -0.136
F -0.252452 -0.304808 3.183958 1.100 0.210 0.917
C -0.954262 0.688520 -4.933054 0.041 0.025 -0.044
F 1.911682 -0.282361 2.164079 -0.236 0.339 1.031
C 3.239212 -2.005239 -1.782930 0.508 0.075 0.166
C -0.326159 -2.318621 0.807339 0.071 0.036 -0.315
F 1.681446 -1.389723 4.406948 -0.067 0.398 -0.194
C 4.023321 2.084464 0.701587 0.516 -0.345 -0.830
C 1.784891 1.507408 0.038564 0.487 -0.624 1.228
H -2.333472 -2.396944 -5.036353 -0.053 -0.069 -0.014
C 4.124414 -1.122461 -1.205683 -0.312 -0.300 -0.173
H 1.176157 -2.480902 -2.178319 -0.027 -0.033 -0.091
H -2.200654 0.736002 2.904371 0.017 -0.118 -0.264
C -3.068707 2.086522 1.640997 0.127 0.370 0.109
H 5.579446 0.746455 0.122950 0.070 -0.066 0.093
C 1.863349 -1.759401 -1.757591 -0.466 0.609 0.213
C -0.916793 -0.348225 -2.762616 -0.505 0.884 0.356
C 2.660777 2.403829 0.621038 -1.511 -0.167 -0.116
C -3.085139 -2.663642 0.811210 -0.087 0.089 -0.037
C -1.122379 -1.574321 -0.067663 -0.120 0.046 -0.032
F 2.977039 0.759374 4.197289 -0.595 -0.153 -0.077
H 3.600927 -2.913863 -2.240455 0.060 -0.048 -0.014
H -3.946877 2.174806 2.290980 0.039 0.089 -0.169
H 2.311077 3.336138 1.049845 -0.033 -0.210 0.314
H -1.753689 3.246083 2.907453 -0.090 0.059 -0.110
H 4.679227 2.745034 1.246234 0.078 0.113 -0.037
C 2.269567 0.336724 -0.597397 -0.370 -0.209 -0.013
C -2.512204 -1.737864 -0.042293 0.179 -0.039 -0.219
F 0.646885 0.711694 5.294782 0.430 -0.180 -0.510
H -1.857873 -0.466660 -6.492327 0.008 -0.026 -0.087
H -2.696687 4.211550 1.734522 0.155 -0.107 0.118
H -2.741885 -4.121551 2.334341 -0.036 -0.121 0.091
H -0.254250 3.841946 1.257914 -0.128 -0.109 -0.148
H -3.406702 2.086285 0.600241 -0.021 0.026 0.065
C -2.286326 -3.411136 1.664459 0.141 0.045 0.000
H 5.183084 -1.347153 -1.184910 0.017 0.045 -0.076
Pd -0.017891 0.989365 1.126283 -0.351 2.382 -2.578
C -0.910560 -3.239195 1.660202 -0.165 -0.023 0.046
H -0.730482 1.527709 -5.576498 0.015 0.026 0.004
C -0.622200 0.734601 -3.591838 -0.001 0.032 0.099
H -0.290788 -3.816597 2.328034 0.074 -0.030 0.067
C -1.581082 -0.436536 -5.449536 0.002 0.016 0.063
H -3.131536 -1.152396 -0.711571 -0.099 0.000 -0.014
H -1.268652 3.415458 0.021555 0.190 -0.046 0.118
As 1.399598 0.198031 3.835712 -0.738 -0.059 -0.570
C 1.383913 -0.604904 -1.168403 0.025 -0.247 -0.004
C 4.521254 0.959643 0.084285 -0.128 0.389 0.307
H 0.749369 -2.196877 0.808883 -0.008 0.046 0.051
H -0.129550 1.607456 -3.180600 0.011 0.054 -0.032
C -1.544085 -1.475672 -3.280744 0.016 -0.050 0.284
P -0.395546 -0.209926 -1.021761 1.489 -1.045 0.787
N -0.988380 3.194890 0.974893 0.637 -0.645 -0.123
N -2.334468 0.851015 1.897612 0.420 -0.325 0.349
C -2.136887 3.279104 1.882443 -0.499 -0.298 0.073
H -4.156221 -2.799282 0.818025 -0.092 -0.016 -0.023
C -1.861830 -1.516483 -4.627320 0.021 -0.039 -0.104
C 3.668394 0.063108 -0.594927 -0.300 0.368 0.065
H -2.842405 0.028904 1.572093 0.163 0.184 0.103
```
Positions in Å, forces in eV/Å.

Kohn-Sham gap (alpha / beta)	6.2 / 6.0	eV
total charge	+1
⟨S²⟩	0.808
calculated total energy	-4342.5281	a.u.
multiplicity	2
LUMO level (alpha / beta)	-5.040 / -5.320	eV
relative energy (zero: lowest compared OMol25 entry of this formula, charge and spin)	2.304	eV
HOMO (alpha / beta)	-11.209 / -11.274	eV

---

Entry from the Open Molecules 2025 dataset: 2 unconnected molecules or ions with the total composition C5H6N2O2S in a non-equilibrium geometry (ωB97M-V with the def2-TZVPD basis set).

XYZ file:
```
16
Properties=species:S:1:pos:R:3:forces:R:3
H 2.039572 -1.070471 2.496276 2.077 1.094 1.550
H 1.170868 -2.553930 1.800592 0.238 1.408 0.313
N -1.066520 0.026977 -0.331520 -1.311 -4.559 -0.861
H -1.970107 -0.268745 -0.747665 0.531 1.256 0.783
O 0.091544 -1.512942 -2.284257 -1.039 0.190 -0.785
S 0.088028 -0.065703 -2.431229 2.731 -1.391 1.258
C 0.554450 -0.632169 1.099699 0.216 0.546 2.094
H -0.673445 -2.004417 0.001562 0.579 0.248 -0.241
C 0.487197 0.882652 1.192063 -0.346 -1.190 -0.508
C 1.323602 -1.436366 1.879256 -2.299 -1.601 -2.653
H -0.282967 3.226854 0.121654 1.019 1.465 0.993
C -0.688805 2.401442 -0.339459 0.000 -2.592 1.913
O 1.395445 0.441540 -2.018792 -1.495 0.687 -0.660
H -1.251397 2.524889 -1.176477 -1.487 0.538 -2.474
C -0.613720 1.169070 0.226142 1.998 1.877 1.068
N -0.603745 -1.128681 0.512155 -1.412 2.025 -1.790
```
Positions in Å, forces in eV/Å.

Kohn-Sham gap (alpha / beta)	6.9 / 6.9	eV
calculated total energy	-852.0703	a.u.
multiplicity	1
LUMO level (alpha / beta)	-1.451 / -1.450	eV
relative energy (zero: lowest compared OMol25 entry of this formula, charge and spin)	7.684	eV
HOMO (alpha / beta)	-8.320 / -8.319	eV

---

Entry from the Open Molecules 2025 dataset: a molecular structure, C50H77F4MnO28S in a non-equilibrium geometry (ωB97M-V with the def2-TZVPD basis set).

XYZ file:
```
161
Properties=species:S:1:pos:R:3:forces:R:3
C 3.065744 -1.571803 -7.925381 -0.856 0.665 -0.720
O -3.665616 4.137607 0.327129 -1.562 -0.140 -0.285
H -6.053896 2.650967 1.618089 -0.002 0.447 -0.094
H -3.675466 3.378877 -2.588231 1.143 -0.199 0.407
O 1.057264 3.088507 4.177709 2.065 0.022 0.043
H -0.551266 2.035637 -3.758581 0.549 -0.349 0.020
H -0.381746 0.663047 -0.980361 -0.160 0.068 -0.634
C 4.691924 3.789367 0.306669 0.400 1.023 -1.355
O -0.036406 -2.137873 -6.645511 2.138 0.810 1.379
C 3.298854 0.112407 5.268879 0.351 0.004 0.229
H -2.380446 3.154317 1.580459 -0.333 -0.527 0.231
C -4.141636 -1.306453 -3.522151 0.353 0.053 1.001
F 3.442594 3.888407 5.884209 -0.722 -0.095 0.592
H 1.775774 -5.019273 -1.823011 0.150 0.230 0.535
H -1.465706 -8.069003 2.391449 -0.246 -0.280 -0.160
O 0.258814 3.754997 1.686799 -0.403 3.226 -1.785
C -4.191966 -3.003623 3.876339 -2.733 -1.037 1.441
H 0.811214 0.262037 -4.866571 0.228 -0.044 0.456
C -4.152166 -2.835773 2.339489 0.676 0.629 0.683
C 1.466354 5.794677 2.031849 1.689 0.564 -0.368
H 0.872284 -3.894413 1.041959 -0.243 0.156 0.085
F 2.186164 4.751367 7.456509 0.241 -1.443 -0.176
H -0.348266 7.745877 1.640759 -1.543 -0.650 -0.033
F -1.435276 1.782067 3.691149 0.669 -0.013 -1.007
C 5.590504 2.603717 0.417839 0.947 -1.810 0.663
O 0.530594 5.219507 5.168599 0.908 -1.031 0.362
C 0.404904 4.969707 1.471949 -0.562 -3.735 1.658
O -2.121906 -5.204663 1.118309 -0.460 0.857 0.196
C 2.952734 -1.962163 -2.435301 -0.250 0.523 -0.844
H 1.577094 -1.369393 1.632479 0.538 0.670 -0.089
C -2.425646 -6.133343 2.126499 0.081 -1.953 0.123
H -5.078866 -2.378823 1.992319 0.336 0.081 -0.118
C 2.588354 -2.074663 5.812169 1.811 -1.757 1.712
H 2.807774 -4.844433 1.141369 1.136 -0.101 0.009
C 1.778474 -2.876013 -2.314261 -1.453 -0.469 -0.687
O 3.600884 -4.017833 -1.538431 0.398 -0.513 -0.430
H 2.461054 -2.160463 0.333409 0.250 -0.128 0.130
H 2.941644 -0.623403 7.283619 -0.120 0.531 -0.039
H 2.549974 -4.682463 -3.297551 0.805 0.299 -0.187
H 3.669964 -2.037423 -8.703991 0.127 -0.202 0.261
H -0.105806 7.566427 -0.148611 -0.955 -0.194 0.124
O 1.697104 -1.570483 4.911279 -1.169 0.499 -1.273
O -4.853666 -3.139193 -0.602241 1.412 1.498 -2.281
H -0.551456 -7.695773 -0.197041 -0.336 0.283 -0.338
H -4.262966 -1.920073 -4.414821 0.015 -0.346 0.152
O 3.369114 2.249507 -2.131701 -2.836 1.187 -1.781
C 1.325664 3.399197 -1.515081 -0.248 0.681 0.029
H -5.682496 3.382827 -3.194031 -0.133 -0.111 -0.058
H 4.398344 0.728787 0.176159 -0.507 0.418 -0.293
H 0.870294 -3.152893 2.682689 0.064 -0.490 0.197
C -4.167066 1.822437 0.879009 -0.583 0.937 1.216
C -3.848516 2.350277 -2.904711 -1.506 1.175 1.223
H -0.774776 2.964257 -1.720391 -0.102 0.463 0.149
H -2.876476 -0.994673 2.239789 -0.091 0.029 0.634
O 4.952464 -2.252853 -1.138261 -0.205 -0.718 -0.199
H -4.514826 -0.313633 -3.773441 0.102 0.032 0.071
H 1.091844 -2.731353 -3.148351 -0.176 -0.251 0.210
H -2.214186 -2.357603 -0.924491 0.008 0.211 -0.178
C 3.488814 2.286537 1.424079 -3.872 -3.084 2.421
H 2.431994 5.293167 1.967699 -0.297 -0.202 0.560
H 1.798514 7.886037 1.629549 0.169 0.074 -0.341
H 2.043954 -2.582233 6.608469 -0.090 -0.045 -0.019
H 0.220794 -1.006593 -3.733231 0.365 -0.009 -0.160
H -1.533196 -0.284203 0.040009 -0.740 0.153 -0.418
H 5.066654 0.832167 1.709029 0.047 0.375 0.254
H 1.194184 2.933807 -0.538231 0.415 -0.466 -0.105
H -2.008646 -5.936003 3.114059 0.488 0.688 -0.238
H -6.168436 2.211047 -0.075041 0.077 0.110 -0.042
H 6.119764 2.316217 -0.490631 -0.340 0.240 -0.172
C 2.399744 -4.264753 -2.302031 -0.554 0.390 0.222
H -3.902016 1.669277 -2.055311 0.391 0.039 -0.049
H -2.063346 -1.558923 -3.727901 0.333 0.102 0.404
H -5.527156 2.042937 -5.730631 0.297 0.090 -0.025
C 1.434584 6.994457 1.118929 0.648 0.392 0.064
S 0.728714 3.775487 5.390769 -4.206 1.290 2.117
C -2.748226 -1.319003 -2.914591 0.602 -0.952 -0.227
H 1.678424 4.408387 -1.302471 0.432 -0.069 -0.041
H 4.406934 -1.249703 6.676249 0.164 0.093 -0.518
H -0.810496 -0.322773 -4.985381 0.036 -0.348 -0.245
C 3.469874 -2.295773 2.254849 1.701 2.368 1.022
H -2.519666 -0.329383 -2.518971 0.219 -0.241 0.291
H 3.265854 -2.803073 5.366629 -0.174 -0.209 -0.459
H -0.021986 -0.959233 -0.340071 0.630 -0.407 -0.267
C -1.228316 -5.627453 0.228039 1.600 1.300 -0.548
H 3.352714 1.124897 5.668969 -0.386 -0.098 -0.461
O 3.479564 3.497757 0.969609 0.226 1.309 -0.099
F 2.330104 2.504397 7.149589 0.146 0.990 0.545
C 2.272034 3.725157 6.579889 -0.740 0.330 -1.872
H -4.100216 0.962157 0.213009 0.352 0.315 -0.348
C 4.662854 1.474177 0.926169 0.274 0.270 0.272
H 5.128624 4.677407 0.763599 -0.147 0.107 -0.127
H 2.797814 -0.911593 -2.189561 0.117 -0.179 0.824
O -4.918416 -1.775713 -2.434541 -1.823 -0.904 0.908
C -2.812276 -2.487123 -1.826491 0.755 1.133 -1.095
C 1.982334 -0.290673 4.630319 -0.714 1.645 -0.822
C 0.723324 -1.609563 -5.826711 -2.274 -0.506 -0.526
C -5.008986 3.975757 0.223929 -1.629 2.379 -1.704
C -5.501246 2.628937 0.678839 1.467 -0.903 0.222
C -3.439026 1.994497 -5.062231 -0.186 -0.057 -5.651
O -0.393726 3.128987 6.114909 2.896 1.159 -0.394
H -2.436676 2.522217 -0.082891 0.511 0.596 -0.082
H 1.195684 6.069347 3.051359 0.082 -0.273 0.264
H -4.165326 1.387297 1.878389 0.225 0.135 0.042
O -0.015126 0.615557 1.052879 0.181 -0.622 -1.119
C 3.417904 -0.926733 6.351279 -0.250 -0.315 1.385
C -0.710016 -7.013583 0.638169 -1.168 -0.254 -1.024
O 1.539714 2.218027 -3.515491 0.221 0.372 -1.207
H 0.022264 3.517007 -4.421651 1.011 -0.105 -0.346
C 3.974834 -2.712883 -1.668871 0.961 0.830 0.903
H 2.134004 -1.280333 -8.410161 0.079 0.488 -0.216
C -0.028476 7.091807 0.829579 1.122 0.690 -0.478
H 4.097614 -0.032993 4.541609 -0.184 0.111 -0.246
O 2.067934 -1.785923 -5.766921 -1.414 0.219 0.370
H 1.924144 6.845827 0.156459 0.625 -0.165 0.224
H 3.248454 -1.850283 -3.478441 0.240 -0.487 -0.248
C 2.226424 2.653217 -2.450231 2.338 -2.102 2.471
O -2.927066 -2.975833 4.327239 0.113 -0.453 0.700
H -4.013516 -3.794383 1.839539 -0.385 -0.154 0.217
C -4.254076 -2.549113 -1.503301 -1.932 -0.588 0.914
H -0.172796 4.551437 -2.396351 -0.742 -0.183 0.061
H 4.434394 3.948047 -0.740511 0.078 0.334 0.044
C 0.207194 2.805547 -3.616841 -0.246 0.024 1.272
O -5.178926 -3.194373 4.646029 3.629 0.726 -2.876
C -5.178826 2.501307 -3.590661 -1.641 -0.131 -0.539
H -3.503156 -6.153413 2.289839 -0.016 -0.052 -0.318
H -2.248496 -2.212253 1.240429 -0.404 -0.418 -0.248
O 2.524614 1.924587 2.145849 3.667 0.374 -2.142
C 2.662204 -4.373553 2.113579 -3.042 -1.153 -0.626
O -0.455216 5.710007 0.780099 -0.905 0.663 -0.251
C -1.848676 -7.483433 1.555649 0.031 0.922 1.566
H 2.114944 -3.347753 -7.220351 -0.703 0.297 0.317
C -4.844386 2.601207 -5.090121 0.461 -0.259 1.590
O 3.695794 -3.591913 2.603269 0.602 0.369 0.275
C 2.224554 -2.213803 1.396109 -0.623 0.799 0.298
H -2.713816 -7.962953 1.097719 0.609 -0.375 -0.508
H 0.305124 -6.933423 1.026969 -0.249 0.292 0.733
H -1.180986 -2.071133 3.653409 -0.201 0.056 0.263
H 2.249674 -5.138883 2.770979 1.040 -0.142 0.625
H -1.488196 -3.622663 2.886799 -0.316 -0.408 0.423
H -4.777666 3.638567 -5.418051 0.086 -0.071 -0.158
C -0.493406 -0.000713 -0.123001 0.412 1.051 2.556
H 1.238184 -2.760963 -1.374601 -0.096 0.263 -0.033
O -5.738676 4.834557 -0.310081 1.998 -1.814 1.384
O 4.205554 -1.400953 2.689349 -1.699 -2.191 -1.262
H -2.484116 -3.425653 -2.273221 -0.092 -0.097 0.020
H -5.835526 1.646857 -3.427041 0.004 -0.070 0.086
H 6.375114 2.743217 1.161499 -0.032 0.245 0.109
H 3.576354 -2.932803 -6.439051 -0.012 0.012 0.557
H 3.573264 -0.690853 -7.532391 0.024 -0.035 -0.072
Mn 0.426224 1.830487 2.688469 -2.482 -0.897 -0.483
O 1.210654 0.359607 3.968369 1.016 -1.445 0.841
C 2.657154 -2.489933 -6.822531 2.029 -1.472 -0.641
C 0.018704 3.487937 -2.253551 -0.816 0.400 -0.301
O -2.934736 1.916167 -3.863701 1.536 -0.701 0.217
O -2.876446 1.677497 -6.127441 -0.481 0.372 3.165
C -2.795136 -2.079653 2.174079 -0.204 -0.037 -0.411
C 0.207754 -0.639323 -4.759421 0.272 0.292 -0.873
C -3.031706 2.923737 0.737369 -0.268 -1.740 -0.450
O -0.837936 -4.842323 -0.618731 -0.259 -1.492 0.447
C -1.968296 -2.728673 3.284769 -0.332 1.277 -0.522
C 1.480874 -3.452523 1.830919 0.221 0.142 -0.617
```
Positions in Å, forces in eV/Å.

Kohn-Sham gap (alpha / beta)	6.3 / 7.0	eV
total charge	-1
⟨S²⟩	8.753
calculated total energy	-6006.9767	a.u.
multiplicity	6
LUMO level (alpha / beta)	1.710 / 1.710	eV
HOMO (alpha / beta)	-4.611 / -5.296	eV